{
  "formula": "C31H25ClFeNO6P2S",
  "method": "ωB97M-V/def2-TZVPD",
  "symbols": ["Fe", "Cl", "C", "C", "C", "C", "O", "C", "C", "O", "C", "H", "H", "H", "H", "N", "P", "C", "C", "C", "C", "C", "C", "C", "C", "C", "C", "C", "C", "P", "C", "C", "C", "C", "C", "C", "C", "C", "C", "C", "C", "C", "H", "H", "H", "H", "H", "H", "H", "H", "H", "H", "H", "H", "H", "H", "H", "H", "H", "H", "H", "H", "H", "O", "S", "O", "O", "O"],
  "positions_angstrom": [[1.359, -1.968, -0.115], [6.665, -3.228, 4.692], [5.387, -3.080, 3.600], [4.806, -4.277, 3.222], [3.764, -4.282, 2.339], [3.190, -3.050, 1.941], [2.125, -3.149, 1.179], [3.839, -1.809, 2.295], [3.427, -0.601, 1.728], [2.559, -0.457, 0.776], [4.926, -1.844, 3.180], [5.276, -5.176, 3.574], [3.264, -5.205, 2.065], [3.970, 0.268, 2.066], [5.453, -0.939, 3.541], [-0.425, 0.651, -0.121], [-0.006, 0.941, -1.728], [-1.542, 1.109, -2.689], [-1.853, 0.176, -3.672], [-2.975, 0.338, -4.516], [-3.648, 1.562, -4.514], [-3.235, 2.587, -3.649], [-2.271, 2.307, -2.646], [0.777, 2.546, -1.864], [1.828, 2.876, -1.003], [2.358, 4.183, -1.035], [1.856, 5.144, -1.947], [0.865, 4.818, -2.834], [0.370, 3.503, -2.836], [-0.674, -0.935, 0.634], [-2.391, -1.286, 0.470], [-3.370, -0.512, 1.077], [-4.710, -0.612, 0.637], [-5.077, -1.549, -0.341], [-4.112, -2.445, -0.817], [-2.785, -2.341, -0.370], [-0.543, -0.247, 2.319], [0.257, 0.869, 2.611], [0.343, 1.370, 3.897], [-0.410, 0.817, 4.955], [-1.340, -0.175, 4.591], [-1.318, -0.735, 3.352], [-1.104, 1.323, 0.318], [-1.209, -0.695, -3.695], [-3.340, -0.491, -5.120], [-4.485, 1.795, -5.153], [-3.594, 3.582, -3.791], [-2.138, 3.037, -1.858], [2.226, 2.188, -0.247], [3.262, 4.323, -0.367], [2.299, 6.165, -1.981], [0.457, 5.546, -3.573], [-0.348, 3.233, -3.572], [-3.121, 0.179, 1.889], [-5.464, 0.016, 1.126], [-6.094, -1.615, -0.695], [-4.358, -3.126, -1.598], [-2.057, -3.081, -0.683], [0.892, 1.348, 1.860], [0.939, 2.234, 4.068], [-0.279, 1.124, 6.029], [-2.036, -0.552, 5.348], [-1.861, -1.676, 3.188], [-0.100, -3.442, -3.769], [1.022, -2.552, -3.371], [2.079, -2.203, -4.317], [1.498, -2.709, -1.894], [0.935, -0.114, -2.186]],
  "de_lowest_kj_mol": 0.0,
  "homo_energy_ev": [-6.750, -8.316],
  "multiplicity": 6,
  "mol_weight_da": 692.86,
  "homo_lumo_gap_ev": [6.173, 7.755],
  "charge": 0
}

***

{
  "formula": "C31H25F8N3O",
  "method": "ωB97M-V/def2-TZVPD",
  "symbols": ["F", "C", "F", "F", "C", "C", "C", "C", "C", "C", "N", "C", "C", "H", "H", "H", "H", "H", "C", "N", "C", "O", "C", "C", "C", "C", "F", "C", "F", "C", "F", "C", "F", "C", "F", "N", "C", "C", "C", "C", "C", "C", "C", "C", "C", "C", "C", "C", "H", "H", "H", "H", "H", "H", "H", "H", "H", "H", "H", "H", "H", "H", "H", "H", "H", "H", "H", "H"],
  "positions_angstrom": [[8.199, 2.888, -2.676], [7.948, 1.728, -2.040], [8.564, 0.709, -2.668], [8.363, 1.801, -0.761], [6.453, 1.477, -2.047], [5.972, 0.181, -2.036], [4.620, -0.054, -2.034], [3.702, 1.007, -2.041], [2.308, 0.748, -2.065], [1.357, 1.665, -2.051], [0.485, 2.476, -2.016], [4.213, 2.315, -2.038], [5.569, 2.542, -2.041], [6.681, -0.633, -2.039], [4.244, -1.061, -2.030], [1.980, -0.275, -2.110], [3.522, 3.139, -2.044], [5.973, 3.544, -2.051], [-4.752, -3.034, 0.225], [-3.812, -1.934, 0.090], [-4.029, -0.907, -0.803], [-4.938, -0.824, -1.598], [-2.895, 0.090, -0.610], [-3.394, 1.426, -0.054], [-4.369, 2.124, -0.938], [-5.736, 1.948, -0.751], [-6.195, 1.226, 0.289], [-6.641, 2.557, -1.609], [-7.960, 2.365, -1.443], [-6.187, 3.359, -2.643], [-7.064, 3.938, -3.480], [-4.828, 3.558, -2.819], [-4.391, 4.347, -3.815], [-3.921, 2.937, -1.973], [-2.604, 3.137, -2.161], [-1.913, -0.569, 0.311], [-0.682, -0.069, 0.625], [0.196, -0.719, 1.466], [1.447, -0.281, 1.855], [2.310, -1.003, 2.731], [3.567, -0.470, 3.086], [4.415, -1.146, 3.930], [4.047, -2.372, 4.453], [2.819, -2.921, 4.123], [1.963, -2.255, 3.280], [-2.491, -1.883, 0.777], [-2.713, -1.881, 2.283], [-1.663, -3.060, 0.266], [-5.651, -2.818, -0.350], [-4.303, -3.956, -0.137], [-5.021, -3.161, 1.272], [-2.408, 0.259, -1.579], [-3.866, 1.242, 0.916], [-2.539, 2.086, 0.123], [-0.396, 0.868, 0.184], [-0.124, -1.660, 1.858], [1.802, 0.666, 1.491], [3.857, 0.485, 2.684], [5.372, -0.721, 4.190], [4.713, -2.900, 5.115], [2.539, -3.877, 4.536], [1.013, -2.698, 3.035], [-3.394, -1.074, 2.544], [-3.158, -2.816, 2.618], [-1.793, -1.727, 2.839], [-1.649, -3.038, -0.822], [-0.633, -3.033, 0.609], [-2.097, -4.010, 0.571]],
  "homo_energy_ev": -5.388,
  "mol_weight_da": 607.55,
  "homo_lumo_gap_ev": 2.713,
  "charge": 0
}

***

{
  "formula": "C31H25IIrN7O8",
  "method": "ωB97M-V/def2-TZVPD",
  "symbols": ["Ir", "O", "C", "C", "C", "N", "C", "C", "C", "O", "O", "C", "O", "O", "H", "H", "H", "O", "C", "N", "C", "C", "O", "N", "C", "C", "C", "C", "C", "C", "C", "C", "C", "C", "C", "C", "H", "H", "H", "H", "H", "H", "H", "H", "H", "H", "H", "I", "C", "C", "C", "C", "C", "N", "H", "H", "H", "H", "C", "N", "C", "C", "O", "N", "C", "N", "H", "H", "H", "H", "H", "H", "H"],
  "positions_angstrom": [[0.855, 0.639, 0.151], [-3.937, 0.542, 4.162], [-2.967, 0.419, 3.250], [-1.882, -0.456, 3.415], [-0.927, -0.485, 2.429], [-1.007, 0.307, 1.369], [-2.070, 1.070, 1.152], [-3.082, 1.170, 2.072], [-2.046, 1.699, -0.271], [-2.799, 2.637, -0.494], [-1.189, 1.128, -1.010], [0.277, -1.445, 2.323], [0.685, -2.009, 3.325], [0.710, -1.516, 1.120], [-3.790, -0.041, 4.914], [-1.792, -1.108, 4.275], [-3.946, 1.795, 1.898], [0.850, 2.853, -2.534], [0.533, 3.389, -1.503], [-0.055, 4.631, -1.389], [-0.258, 5.032, -0.035], [0.082, 3.592, 0.686], [-0.172, 3.365, 1.836], [0.693, 2.841, -0.228], [-1.622, 5.539, 0.289], [-2.063, 5.630, 1.616], [-3.326, 6.093, 1.907], [-4.179, 6.490, 0.881], [-3.746, 6.432, -0.438], [-2.489, 5.950, -0.734], [0.920, 5.900, 0.464], [1.584, 6.693, -0.476], [2.607, 7.534, -0.075], [3.005, 7.570, 1.253], [2.358, 6.772, 2.185], [1.326, 5.936, 1.794], [-0.569, 5.009, -2.165], [-1.428, 5.280, 2.417], [-3.664, 6.123, 2.934], [-5.180, 6.833, 1.106], [-4.394, 6.764, -1.237], [-2.183, 5.924, -1.770], [1.289, 6.671, -1.514], [3.094, 8.164, -0.808], [3.825, 8.208, 1.555], [2.670, 6.788, 3.220], [0.869, 5.287, 2.527], [4.073, 1.760, -1.244], [2.786, 0.543, -2.362], [3.035, 0.377, -3.712], [2.263, -0.533, -4.414], [1.304, -1.277, -3.741], [1.118, -1.054, -2.396], [1.834, -0.139, -1.718], [3.807, 0.959, -4.190], [2.421, -0.675, -5.474], [0.702, -2.013, -4.253], [0.385, -1.603, -1.820], [4.744, -1.056, 4.095], [3.940, -0.156, 3.292], [3.746, 1.249, 3.572], [2.784, 1.657, 2.460], [2.345, 2.761, 2.266], [2.525, 0.532, 1.695], [3.236, -0.497, 2.214], [3.295, -1.706, 1.673], [5.111, -0.512, 4.959], [5.600, -1.432, 3.531], [4.142, -1.896, 4.448], [4.678, 1.813, 3.501], [3.295, 1.420, 4.551], [2.495, -1.951, 1.102], [3.680, -2.453, 2.228]],
  "de_lowest_kj_mol": 146.9,
  "homo_energy_ev": [-11.121, -11.313],
  "multiplicity": 6,
  "mol_weight_da": 942.70,
  "homo_lumo_gap_ev": [8.661, 4.689],
  "charge": 1
}

***

no.,maximum force (eV/Å)
1,3.52
2,5.20
3,1.44